C4H2ClNS2 | ωB97M-V/def2-TZVPD

```
! RIJCOSX wB97M-V def2-TZVPD def2/J DEFGRID3
* xyz 0 1
C 0.36263 1.11623 -1.86150
C 0.43139 0.93178 -0.54705
C -0.59391 -0.86233 1.24094
C -1.66471 -1.27665 2.10597
H -0.55305 0.96482 -2.49768
H 1.36342 1.04708 0.02705
N -2.53627 -1.61760 2.79558
S -1.04903 0.56630 0.34063
S 0.81747 -1.66125 1.19215
Cl 1.73153 1.61038 -2.77959
*
```

Properties
* relative energy (zero: lowest compared OMol25 entry of this formula, charge and spin): 0.325 eV
* SMILES: N#CC(=S)S/C=C/Cl
* LUMO energy: -0.05885 Ha
* orbital gap: 8.119 eV
* E: -39861.626 eV

And the Löwdin charges, in e, turn out to be: -0.650 -0.546 -1.126 -0.354 0.089 0.077 0.182 0.944 0.755 0.627